# 1
{
  "formula": "C26H52N7O6",
  "method": "ωB97M-V/def2-TZVPD",
  "e_tot_ha": -1856.43158,
  "gap_ev": 7.296,
  "homo_ha": -0.408,
  "largest_force_ev_per_a": 1.88,
  "charge": 1,
  "species": ["C", "C", "C", "C", "N", "N", "N", "C", "C", "C", "C", "O", "C", "C", "O", "C", "C", "C", "C", "C", "C", "C", "C", "C", "C", "C", "C", "O", "C", "C", "O", "H", "H", "H", "H", "H", "H", "H", "H", "H", "H", "H", "H", "H", "H", "H", "H", "H", "H", "H", "H", "H", "H", "H", "H", "H", "H", "H", "H", "H", "H", "H", "H", "H", "H", "H", "H", "H", "H", "H", "H", "H", "H", "H", "H", "C", "O", "N", "N", "H", "H", "H", "H", "C", "O", "N", "N", "H", "H", "H", "H"],
  "positions_angstrom": [[3.59097, -1.01325, 4.38223], [2.48827, -1.83374, 3.59509], [1.76377, -0.88299, 2.68341], [2.42577, -0.20201, 1.61096], [3.77087, -0.47318, 1.43268], [1.84632, 0.64410, 0.80330], [0.57445, 0.88497, 1.03782], [-0.05131, 1.86680, 0.11608], [-0.36915, 3.22196, 0.79777], [0.23756, 4.44509, 0.09290], [0.23968, 5.62079, 1.09264], [-1.12953, 5.92560, 1.46198], [-1.39772, 5.67403, 2.78264], [-2.43398, 4.62144, 3.15836], [-0.83304, 6.26554, 3.67936], [-0.18706, 0.34936, 1.96420], [-1.64481, 0.65908, 2.20438], [-2.60916, 0.12917, 1.11386], [-2.30551, -1.31605, 0.65429], [-1.52389, -1.41572, -0.67110], [-2.24595, -0.81324, -1.88758], [-1.27450, -0.65630, -3.10543], [-0.13770, -1.68655, -3.13819], [0.69732, -1.60574, -4.44674], [1.75260, -2.73446, -4.37421], [2.96656, -2.50714, -5.30218], [4.03039, -3.61226, -5.03653], [5.32216, -3.05365, -4.81662], [5.51237, -2.76949, -3.44179], [0.43095, -0.58548, 2.84466], [-0.28652, -1.14813, 3.85055], [3.41813, -1.02576, 5.46097], [4.58326, -1.44660, 4.21934], [3.64781, 0.01962, 4.02903], [3.01646, -2.63064, 3.06541], [1.80552, -2.22130, 4.35149], [4.04631, -0.33427, 0.46371], [3.98300, -1.43971, 1.65373], [0.66408, 2.06801, -0.68691], [-0.90864, 1.40729, -0.37711], [-1.45819, 3.33660, 0.79590], [-0.03381, 3.21725, 1.84359], [1.27244, 4.26041, -0.22777], [-0.33030, 4.71740, -0.80521], [0.73864, 5.25866, 2.00026], [0.74770, 6.49985, 0.69271], [-2.93632, 4.17772, 2.29018], [-3.19735, 5.03433, 3.82305], [-1.97111, 3.79171, 3.70735], [-1.83904, 1.72757, 2.35308], [-1.94219, 0.18673, 3.14447], [-3.60701, 0.10957, 1.57088], [-2.71532, 0.80713, 0.26128], [-3.27897, -1.80263, 0.49857], [-1.82085, -1.90719, 1.44560], [-1.38736, -2.48256, -0.87882], [-0.53837, -0.93757, -0.56934], [-3.04964, -1.47312, -2.24094], [-2.68813, 0.17280, -1.68733], [-0.89180, 0.37825, -3.11500], [-1.83380, -0.78164, -4.05265], [-0.59419, -2.68674, -3.09601], [0.59296, -1.56077, -2.32890], [1.24462, -0.65394, -4.37792], [0.06960, -1.68567, -5.33705], [1.29083, -3.69702, -4.64448], [2.09878, -2.85594, -3.33597], [2.60632, -2.54108, -6.33651], [3.38776, -1.50986, -5.12493], [3.72493, -4.18215, -4.14593], [4.08651, -4.27653, -5.90482], [5.74486, -3.67868, -2.86418], [6.34308, -2.06605, -3.34360], [4.57760, -2.34380, -3.04037], [0.21449, -0.96505, 4.66052], [-4.25185, -2.23819, -5.25373], [-3.13950, -2.18587, -4.74745], [-4.60993, -3.21693, -6.13083], [-5.22386, -1.31952, -4.98054], [-5.51468, -3.27890, -6.55742], [-3.91802, -3.90839, -6.35348], [-4.99312, -0.58443, -4.33883], [-6.14103, -1.34310, -5.38384], [-1.24004, 1.00745, 6.95278], [-1.69950, -0.11388, 7.05376], [-1.33178, 1.94018, 7.93917], [-0.58332, 1.41786, 5.81611], [-0.95689, 2.86727, 7.86809], [-1.80571, 1.66949, 8.78176], [-0.50955, 0.74137, 5.08135], [-0.18702, 2.33111, 5.69240]]
}

# 2
{
  "formula": "C14H22N2O6S2",
  "method": "ωB97M-V/def2-TZVPD",
  "e_tot_ha": -1903.93819,
  "relative_energy_ev": 1.411,
  "gap_ev": 9.834,
  "homo_ha": -0.353,
  "largest_force_ev_per_a": 1.13,
  "species": ["C", "O", "C", "C", "N", "S", "O", "O", "C", "C", "C", "C", "S", "O", "O", "N", "C", "C", "C", "C", "C", "C", "O", "C", "H", "H", "H", "H", "H", "H", "H", "H", "H", "H", "H", "H", "H", "H", "H", "H", "H", "H", "H", "H", "H", "H"],
  "positions_angstrom": [[-5.92240, -1.72448, -0.18322], [-5.03569, -0.65145, 0.05518], [-5.24119, 0.47193, -0.74254], [-3.94262, 1.29491, -0.64355], [-2.80135, 0.51925, -1.06021], [-2.21946, -0.61399, 0.04989], [-2.49748, -1.95075, -0.38619], [-2.54880, -0.19236, 1.37464], [-0.46629, -0.31261, -0.21134], [0.13368, 0.73845, 0.45837], [1.47486, 1.00409, 0.23695], [2.17910, 0.21242, -0.65186], [3.92088, 0.56813, -0.90266], [4.08115, 1.97448, -1.12334], [4.42983, -0.33713, -1.89652], [4.48479, 0.22371, 0.64461], [5.68602, 0.94252, 1.04622], [6.86948, -0.03737, 0.90071], [6.22889, -1.34786, 0.42470], [4.76273, -1.18777, 0.83265], [1.58138, -0.83780, -1.32195], [0.23855, -1.10379, -1.09800], [-6.39675, 1.18564, -0.40340], [-6.43968, 1.66226, 0.93317], [-5.62399, -2.51151, 0.50422], [-5.82905, -2.08173, -1.21454], [-6.95873, -1.42687, 0.00423], [-5.41410, 0.17811, -1.79488], [-3.76337, 1.54937, 0.40113], [-4.02175, 2.19988, -1.25055], [-2.94207, 0.06325, -1.95063], [-0.45778, 1.31806, 1.14842], [1.98782, 1.81328, 0.73101], [5.55978, 1.25974, 2.08519], [5.77745, 1.82752, 0.41828], [7.60414, 0.32870, 0.18697], [7.36371, -0.17450, 1.86226], [6.27967, -1.42305, -0.66100], [6.69055, -2.22764, 0.86781], [4.61182, -1.42975, 1.88881], [4.07885, -1.77608, 0.22346], [2.17396, -1.42203, -2.00881], [-0.26993, -1.92070, -1.58494], [-5.99665, 0.93560, 1.61729], [-7.49317, 1.80117, 1.17002], [-5.91680, 2.61880, 1.02390]]
}

# 3
{
  "formula": "C6H12N2",
  "method": "ωB97M-V/def2-TZVPD",
  "e_tot_ha": -345.24306,
  "relative_energy_ev": 2.308,
  "gap_ev": 9.861,
  "homo_ha": -0.324,
  "largest_force_ev_per_a": 0.81,
  "species": ["C", "C", "C", "C", "C", "C", "H", "H", "H", "H", "H", "H", "H", "H", "H", "H", "H", "H", "N", "N"],
  "positions_angstrom": [[-1.13971, -0.91857, 0.76187], [-0.61506, 0.26427, -0.05407], [-0.94481, 1.58083, 0.73111], [0.80606, 0.67596, 0.23680], [1.61116, -0.50626, -0.23528], [0.80401, -0.71283, -1.58826], [-0.67768, -1.86423, 0.46631], [-2.22076, -1.00401, 0.61008], [-0.98839, -0.81898, 1.83603], [-1.80019, 1.57852, 1.40950], [-0.92791, 2.48616, 0.11326], [0.26595, 0.83128, 2.24251], [1.01187, 1.46814, -0.47133], [1.51630, -1.40209, 0.39789], [2.66739, -0.29623, -0.46167], [1.35087, -0.26816, -2.45400], [0.71014, -1.79027, -1.76775], [-1.28954, -0.69254, -1.75169], [0.39840, 1.45720, 1.44192], [-0.53812, -0.06820, -1.46324]]
}

# 4
{
  "formula": "C40H47F2N5O3",
  "method": "ωB97M-V/def2-TZVPD",
  "e_tot_ha": -2251.40857,
  "relative_energy_ev": 0.000,
  "gap_ev": 9.470,
  "homo_ha": -0.342,
  "largest_force_ev_per_a": 4.25,
  "species": ["F", "C", "C", "C", "C", "C", "C", "H", "H", "H", "H", "H", "F", "C", "C", "C", "C", "C", "C", "H", "H", "H", "H", "H", "C", "C", "C", "N", "C", "C", "H", "H", "H", "H", "H", "C", "C", "C", "N", "C", "C", "H", "H", "H", "H", "H", "C", "C", "C", "N", "C", "C", "H", "H", "H", "H", "H", "C", "C", "C", "N", "C", "C", "H", "H", "H", "H", "H", "C", "C", "C", "N", "C", "C", "H", "H", "H", "H", "H", "C", "O", "H", "H", "H", "H", "C", "O", "H", "H", "H", "H", "C", "O", "H", "H", "H", "H"],
  "positions_angstrom": [[-5.50323, -25.06753, 26.37386], [-5.54701, -25.26947, 27.72295], [-5.46513, -26.64373, 28.13620], [-5.33990, -26.93690, 29.44388], [-5.32251, -25.85545, 30.37749], [-5.60465, -24.53205, 30.01452], [-5.61445, -24.23567, 28.63004], [-5.43501, -27.49919, 27.47766], [-5.46973, -27.94183, 29.81761], [-5.25027, -26.19340, 31.40071], [-5.77785, -23.82257, 30.81015], [-5.50339, -23.22061, 28.27829], [-12.18468, -24.09199, 20.48508], [-11.47548, -24.49981, 21.52588], [-11.25644, -25.82305, 21.81270], [-10.57970, -26.14374, 22.97507], [-9.95949, -25.15439, 23.70333], [-10.25844, -23.82907, 23.47902], [-11.05362, -23.48399, 22.38198], [-11.66786, -26.62323, 21.21533], [-10.43995, -27.18193, 23.23785], [-9.36837, -25.48070, 24.54625], [-9.85165, -23.00054, 24.03981], [-11.34112, -22.44977, 22.26309], [-1.28096, -22.46611, 14.92140], [-1.06480, -21.25247, 14.29045], [-1.68810, -21.03741, 13.07363], [-2.53116, -21.91443, 12.47894], [-2.67752, -23.11014, 13.05257], [-2.07777, -23.46223, 14.28323], [-0.84944, -22.54272, 15.90847], [-0.34896, -20.59516, 14.76153], [-1.42007, -20.13332, 12.54716], [-3.30197, -23.81351, 12.52179], [-2.21189, -24.44068, 14.72031], [-10.08802, -31.12653, 18.24349], [-9.86448, -31.63981, 16.97590], [-10.50001, -32.82269, 16.67570], [-11.25135, -33.56933, 17.60366], [-11.35242, -33.05047, 18.84197], [-10.79647, -31.82351, 19.20814], [-9.75861, -30.12224, 18.46550], [-9.23178, -31.13448, 16.26124], [-10.34155, -33.22886, 15.68763], [-11.91154, -33.59533, 19.58823], [-10.74848, -31.47270, 20.22844], [-5.32631, -33.91196, 23.34750], [-4.01532, -34.25119, 23.03088], [-3.20670, -33.47853, 22.29742], [-3.49685, -32.25994, 21.94718], [-4.70658, -31.81418, 22.34993], [-5.67267, -32.57477, 23.07351], [-5.98433, -34.63745, 23.80255], [-3.64175, -35.24071, 23.24929], [-2.29259, -33.98730, 22.02918], [-4.87564, -30.79997, 22.01950], [-6.65029, -32.16854, 23.28716], [-2.23136, -18.05627, 20.38465], [-2.39580, -18.18110, 19.00434], [-3.50124, -18.66966, 18.43193], [-4.53730, -19.17261, 19.20598], [-4.34968, -19.21930, 20.56460], [-3.28978, -18.62417, 21.17606], [-1.35310, -17.54010, 20.74329], [-1.57856, -17.83918, 18.38659], [-3.61456, -18.76942, 17.36253], [-5.14828, -19.55093, 21.21163], [-3.22221, -18.55987, 22.25203], [0.91054, -20.63993, 25.55975], [-0.42993, -21.09176, 25.31870], [-0.66596, -22.19786, 24.51575], [0.36327, -22.77752, 23.76759], [1.65600, -22.35115, 23.95510], [1.90779, -21.29365, 24.86576], [1.12266, -19.76851, 26.16145], [-1.16633, -20.51507, 25.85866], [-1.58997, -22.68633, 24.24370], [2.44085, -22.69943, 23.30003], [2.95405, -21.13390, 25.08072], [-8.82930, -22.38171, 16.47546], [-8.62406, -20.97387, 16.60091], [-8.70901, -22.82346, 17.46464], [-9.78377, -22.72966, 16.08050], [-8.04643, -22.85295, 15.88120], [-7.88576, -20.75001, 17.17221], [-5.73486, -25.50923, 20.59438], [-4.96927, -26.03905, 19.46236], [-6.59323, -26.17943, 20.54797], [-5.14723, -25.62385, 21.50522], [-6.15719, -24.50786, 20.67802], [-4.11796, -25.61087, 19.57860], [-0.34658, -27.22639, 20.35886], [-0.78117, -25.89127, 20.34227], [-0.55411, -27.86943, 21.21415], [-0.77033, -27.87871, 19.59531], [0.69469, -27.28082, 20.04122], [-0.55108, -25.35725, 21.10613]]
}

# 5
{
  "formula": "C6H11N2O6",
  "method": "ωB97M-V/def2-TZVPD",
  "e_tot_ha": -795.84018,
  "relative_energy_ev": 0.749,
  "gap_ev": 10.383,
  "homo_ha": -0.513,
  "largest_force_ev_per_a": 5.68,
  "charge": 1,
  "species": ["O", "C", "N", "C", "O", "C", "O", "N", "C", "O", "C", "O", "C", "O", "H", "H", "H", "H", "H", "H", "H", "H", "H", "H", "H"],
  "positions_angstrom": [[2.44392, 0.55727, 1.72568], [2.12949, -0.35989, 1.04478], [0.98645, -0.46644, 0.36098], [0.45216, -1.47002, -0.58195], [0.92862, -1.21594, -1.86319], [-1.07188, -1.46888, -0.56466], [-1.74085, -1.82074, 0.55485], [-1.45808, -0.13310, -1.19841], [-0.78834, 1.08563, -0.43935], [-0.01825, 1.74377, -1.31494], [-0.04610, 0.73774, 0.78116], [-0.85248, 0.37331, 1.81253], [0.78862, 1.99917, 1.28522], [0.32589, 2.47719, 2.28568], [2.77653, -1.17104, 0.68577], [0.72908, -2.49780, -0.11561], [1.79817, -1.48959, -1.85974], [-1.53254, -2.13357, -1.38862], [-1.72985, -1.29414, 1.33425], [-1.05066, -0.11549, -2.11516], [-2.53531, 0.12098, -1.32478], [-1.47421, 1.81258, -0.09790], [0.14152, 1.31277, -2.18697], [-0.83606, 1.15447, 2.58524], [1.63417, 2.26176, 0.59513]]
}

# 6
{
  "formula": "C28H23N2O8SbV",
  "method": "ωB97M-V/def2-TZVPD",
  "s_squared": 3.792,
  "spin_multiplicity": 4,
  "e_tot_ha": -2976.38096,
  "relative_energy_ev": 0.190,
  "gap_ev": [3.468, 6.564],
  "homo_ha": [0.017, -0.097],
  "largest_force_ev_per_a": 1.67,
  "charge": -2,
  "species": ["V", "O", "C", "O", "C", "C", "C", "C", "C", "C", "O", "N", "O", "O", "N", "O", "O", "H", "H", "C", "C", "C", "C", "C", "C", "C", "Sb", "C", "C", "C", "C", "C", "C", "C", "C", "C", "C", "C", "C", "C", "C", "H", "H", "H", "H", "H", "H", "H", "H", "H", "H", "H", "H", "H", "H", "H", "H", "H", "H", "H", "H", "H", "O"],
  "positions_angstrom": [[-1.50635, -2.81551, -0.00911], [2.51011, -3.58984, -0.00854], [1.40342, -3.35582, 0.44189], [0.35610, -3.21190, -0.33459], [1.18969, -3.20507, 1.93776], [2.34196, -3.32084, 2.69445], [2.34720, -3.17444, 4.08840], [1.13586, -2.92377, 4.72292], [-0.03853, -2.81475, 3.97623], [-0.07864, -2.93196, 2.56122], [-1.20301, -2.77001, 1.89998], [-1.25058, -2.55350, 4.75044], [-1.14073, -2.46280, 5.97255], [-2.32495, -2.43333, 4.18858], [3.52980, -3.27336, 4.81394], [3.47897, -3.12583, 6.08844], [4.63023, -3.49133, 4.18785], [3.27769, -3.51788, 2.19404], [1.11310, -2.81495, 5.79314], [0.89079, 3.33094, 0.10226], [-0.54799, 3.59329, -0.26408], [-0.98559, 4.91898, -0.30559], [-2.28790, 5.25412, -0.64047], [-3.19122, 4.24715, -0.94238], [-2.76751, 2.92787, -0.90118], [-1.45772, 2.57493, -0.57320], [-1.21939, 0.39501, -0.64663], [-1.36290, 0.56630, -2.82483], [-0.55658, 1.54312, -3.41357], [-0.57093, 1.79464, -4.77724], [-1.42621, 1.06229, -5.58807], [-2.25477, 0.11197, -5.01302], [-2.24380, -0.14622, -3.64060], [-3.21834, -1.15186, -3.08774], [0.90633, 0.16614, -0.50055], [1.75991, 0.03092, -1.58774], [3.11926, -0.17757, -1.39759], [3.62859, -0.26278, -0.11180], [2.78008, -0.13989, 0.97783], [1.41791, 0.07845, 0.80394], [0.51956, 0.22115, 2.00830], [1.40166, 4.27178, 0.31028], [1.42805, 2.82095, -0.69939], [0.97472, 2.70226, 0.98838], [-0.27868, 5.70702, -0.06802], [-2.59346, 6.29352, -0.66212], [-4.21558, 4.48280, -1.20471], [-3.48430, 2.14600, -1.13896], [0.09931, 2.13800, -2.78734], [0.07420, 2.55740, -5.19652], [-1.45967, 1.23823, -6.65689], [-2.94154, -0.44687, -5.63991], [-3.84226, -1.56223, -3.88195], [-3.86991, -0.70630, -2.33307], [-2.73338, -1.98212, -2.57233], [1.36986, 0.05326, -2.59845], [3.77111, -0.29833, -2.25416], [4.68271, -0.44926, 0.04815], [3.17463, -0.23285, 1.98311], [1.08374, 0.10548, 2.93369], [-0.26207, -0.54311, 2.00946], [0.02470, 1.19870, 2.03238], [-3.10676, -2.64641, -0.24727]]
}